1.
C23H64O9 | ωB97M-V/def2-TZVPD

Its gap between HOMO and LUMO is 9.531 eV. Its SMILES is CC(C)O.CC(C)O.CC(C)O.CC(C)O.CC(C)O.CC(C)O.CC(C)O.CO.CO. The LUMO energy comes out at 0.14 eV. As for the net charge: 0. The electronic energy is -1591.4976 Eh.

Last column: Mulliken charge in e.
Geometry (Å):
C  -0.535  4.546  1.311  -1.5847
C  0.291  3.448  0.686  1.0252
C  1.707  3.420  1.297  -0.9838
O  -0.218  2.320  0.861  0.3476
H  -1.497  4.660  0.803  0.2594
H  0.017  5.459  1.321  0.4887
H  -0.826  4.251  2.288  0.2255
H  0.459  3.579  -0.420  0.0747
H  2.221  2.530  0.992  0.0810
H  1.633  3.221  2.365  -0.1377
H  2.285  4.341  1.354  0.5991
H  -0.854  2.218  0.186  -0.4003
C  2.204  0.877  -1.296  0.3669
C  2.974  1.725  -2.320  0.5739
C  4.107  0.873  -2.853  -1.5050
O  2.386  2.086  -3.321  -0.4968
H  1.343  1.334  -0.848  -0.7270
H  2.802  0.693  -0.415  0.2106
H  1.884  -0.096  -1.700  -0.0379
H  3.360  2.671  -1.841  0.2124
H  4.816  0.744  -2.032  0.3386
H  4.562  1.415  -3.630  0.4567
H  4.028  -0.129  -3.418  0.2521
H  1.791  2.771  -3.117  0.3717
C  -2.108  -1.250  -2.515  -0.0051
C  -2.788  -1.021  -3.839  0.2768
C  -4.102  -0.253  -3.647  -1.3241
O  -2.114  -0.299  -4.556  -0.4891
H  -2.043  -0.317  -1.914  -0.4668
H  -1.139  -1.735  -2.567  -0.1548
H  -2.814  -1.883  -2.011  0.4367
H  -2.951  -1.969  -4.390  0.4315
H  -3.910  0.704  -3.085  0.0752
H  -4.682  -0.681  -2.853  0.3540
H  -4.710  -0.147  -4.529  0.4546
H  -2.358  -0.533  -5.494  0.4384
C  0.125  1.686  4.373  -0.6618
C  0.747  2.913  5.009  0.4396
C  0.160  3.069  6.425  -1.6197
O  2.000  2.835  5.077  -0.5585
H  0.139  0.822  5.046  0.5389
H  0.596  1.512  3.462  -0.2147
H  -0.895  1.837  4.129  0.2958
H  0.558  3.707  4.277  0.2625
H  0.596  3.942  6.921  0.3661
H  0.412  2.212  6.996  0.4183
H  -0.928  3.154  6.426  0.3397
H  2.363  3.599  4.686  0.4219
C  -4.744  2.257  -0.722  -1.6077
C  -3.427  2.460  0.005  0.8713
C  -3.395  1.885  1.465  -1.1324
O  -2.433  1.973  -0.604  -0.2936
H  -4.810  2.926  -1.586  0.4411
H  -5.578  2.606  -0.050  0.4125
H  -4.930  1.258  -1.069  0.2354
H  -3.197  3.503  0.015  -0.0015
H  -4.190  2.380  2.037  0.4376
H  -2.457  2.034  1.921  0.0484
H  -3.538  0.815  1.586  0.3389
H  -2.464  2.212  -1.545  0.1818
C  -1.328  -5.674  -2.985  -1.7048
C  -0.491  -4.473  -2.899  0.9397
C  -0.410  -4.072  -1.395  -0.9536
O  0.695  -4.575  -3.359  -0.5715
H  -1.503  -6.052  -4.046  0.3603
H  -2.358  -5.619  -2.607  0.3444
H  -0.739  -6.464  -2.554  0.4210
H  -1.081  -3.732  -3.445  -0.0827
H  0.078  -3.131  -1.328  -0.3789
H  0.229  -4.755  -0.771  0.6079
H  -1.317  -4.155  -0.904  0.6240
H  0.878  -3.859  -3.989  0.4182
C  3.660  -2.545  -1.740  -1.1537
C  3.730  -2.304  -0.226  0.1104
C  2.357  -2.322  0.378  0.0553
O  4.428  -3.097  0.452  -0.5345
H  3.235  -1.740  -2.308  -0.0139
H  3.029  -3.378  -1.881  0.4277
H  4.710  -2.656  -2.108  0.2919
H  4.072  -1.306  -0.093  0.4756
H  2.456  -2.163  1.471  0.0723
H  1.805  -3.256  0.166  0.1368
H  1.797  -1.599  -0.041  -0.3350
H  5.236  -2.668  0.723  0.4228
C  0.962  -3.287  3.722  -0.1170
O  0.453  -1.990  3.882  -0.5182
H  1.866  -3.446  4.262  0.2883
H  1.149  -3.305  2.667  -0.2520
H  0.218  -4.088  3.806  0.2617
H  0.285  -1.604  3.028  0.3715
C  -0.867  -0.898  0.697  -0.5861
O  0.114  -0.315  1.563  -0.3708
H  -0.587  -0.653  -0.301  -0.0748
H  -1.867  -0.547  0.915  0.1960
H  -0.892  -2.027  0.708  0.4302
H  0.055  0.630  1.432  0.3936

=====

2.
C5H7NO | ωB97M-V/def2-TZVPD

Its gap between HOMO and LUMO is 9.503 eV. Its SMILES is Cc1cocc1N. The LUMO energy comes out at 0.94 eV. As for the net charge: 0. The electronic energy is -324.6885 Eh.

Last column: natural (NBO) charge in e.
Geometry (Å):
C  -1.782  0.266  0.471  -0.6298
C  -0.480  -0.344  0.047  -0.1126
C  -0.256  -1.652  -0.247  0.0771
O  1.044  -1.880  -0.593  -0.4050
C  1.658  -0.682  -0.518  0.0946
C  0.812  0.295  -0.139  0.0239
N  1.318  1.614  -0.015  -0.8473
H  -2.581  -0.486  0.506  0.2205
H  -2.098  1.059  -0.216  0.2165
H  -1.704  0.716  1.468  0.2166
H  -0.895  -2.526  -0.254  0.1997
H  2.703  -0.547  -0.737  0.2046
H  1.327  1.972  0.929  0.3704
H  0.932  2.281  -0.668  0.3707

=====

3.
C2H8N2 | ωB97M-V/def2-TZVPD

Its gap between HOMO and LUMO is 10.104 eV. Its SMILES is C=N.CN. The LUMO energy comes out at 0.99 eV. As for the net charge: 0. The electronic energy is -190.4165 Eh.

Last column: natural (NBO) charge in e.
Geometry (Å):
C  -4.174  1.572  0.360  -0.0354
N  -3.896  2.582  -0.348  -0.6142
H  -4.656  0.637  -0.232  0.1495
H  -3.972  1.302  1.405  0.1528
H  -3.124  3.256  0.013  0.3473
C  2.463  -1.189  0.297  -0.4161
N  3.514  -1.438  -0.841  -0.8530
H  1.557  -0.570  0.047  0.1991
H  2.962  -0.581  1.101  0.1883
H  2.100  -2.059  0.685  0.1769
H  3.132  -1.351  -1.726  0.3533
H  4.093  -2.161  -0.763  0.3515